Entry 1:
# C12H9BrN2OS

C12H9BrN2OS in the gas phase (ωB97M-V/def2-TZVPD, the Open Molecules 2025 dataset).

Geometry (Å):
O  -0.223  -0.105  -2.141
C  0.065  0.686  -1.283
C  1.490  0.950  -0.847
S  1.656  0.294  0.853
C  1.698  -1.422  0.514
N  1.543  -2.218  1.562
C  1.575  -3.516  1.323
C  1.753  -4.031  0.045
C  1.915  -3.099  -0.971
N  1.894  -1.800  -0.739
C  -0.964  1.422  -0.481
C  -1.734  0.717  0.438
C  -2.682  1.367  1.208
C  -2.884  2.729  1.055
C  -2.143  3.442  0.129
C  -1.188  2.785  -0.627
Br  -0.202  3.781  -1.923
H  1.715  2.011  -0.772
H  2.197  0.432  -1.493
H  1.449  -4.154  2.188
H  1.767  -5.090  -0.146
H  2.069  -3.385  -2.003
H  -1.574  -0.345  0.547
H  -3.264  0.809  1.924
H  -3.624  3.240  1.650
H  -2.302  4.500  -0.010

Charge: 0
Relative energy (zero: lowest compared OMol25 entry of this formula, charge and spin), kcal per mole: 0.00
Kohn-Sham gap, eV: 9.43
LUMO level, eV: 0.6
Max |F|, eV/A: 0.6
E_HOMO, eV: -8.792

Atomic partial charges in e from the Mulliken method, atoms 1 to 6: number 1, O, carries -0.51; number 2, C, carries -0.03; number 3, C, carries -0.50; number 4, S, carries -0.14; number 5, C, carries 0.52; number 6, N, carries -0.56

Entry 2:
# C24H33IrN2O

A molecular structure, C24H33IrN2O in a non-equilibrium geometry (ωB97M-V/def2-TZVPD, the Open Molecules 2025 dataset).

Geometry (Å):
C  1.814  2.608  -3.576
C  1.958  1.173  -3.863
C  0.551  3.300  -3.967
C  2.551  3.149  -2.425
H  0.748  4.274  -4.449
H  -0.062  3.497  -3.043
H  -0.030  2.633  -4.656
H  2.743  1.013  -4.592
H  1.016  0.764  -4.242
H  2.248  0.671  -2.940
H  3.455  3.665  -2.721
H  2.867  2.339  -1.775
H  1.919  3.846  -1.863
C  -3.014  0.104  -0.837
C  -2.892  1.033  -1.942
C  -1.676  0.786  -2.622
H  -3.627  1.767  -2.208
C  -1.022  -0.318  -2.009
C  -1.861  -0.829  -0.937
H  -1.736  -1.720  -0.336
H  -3.830  -0.023  -0.147
H  -1.348  1.292  -3.507
H  -0.117  -0.788  -2.357
C  -0.430  2.093  1.561
C  -1.867  2.303  1.395
C  -2.002  3.026  0.121
H  -2.659  1.905  1.996
C  -0.687  3.370  -0.340
C  0.246  2.843  0.544
H  1.312  3.007  0.469
H  0.003  1.626  2.438
H  -2.933  3.341  -0.330
H  -0.489  4.014  -1.178
Ir  -1.398  1.029  -0.059
C  -1.579  -5.216  1.681
C  -0.847  -4.381  2.715
N  -0.296  -3.149  2.164
C  -0.800  -1.875  2.729
C  -0.255  -1.575  4.112
C  0.853  -3.277  1.442
O  1.293  -4.376  1.068
C  1.562  -1.996  1.112
C  2.607  -1.445  1.862
C  2.975  -0.134  1.561
C  2.242  0.575  0.593
N  1.208  0.039  -0.057
C  1.059  -1.292  0.020
H  -2.401  -4.644  1.240
H  -1.988  -6.104  2.166
H  -0.881  -5.525  0.897
H  -1.518  -4.085  3.520
H  -0.016  -4.972  3.125
H  -0.585  -1.053  2.026
H  -1.895  -1.984  2.769
H  0.840  -1.555  4.104
H  -0.620  -0.597  4.437
H  -0.597  -2.334  4.834
H  3.065  -2.027  2.661
H  3.793  0.392  2.055
H  2.532  1.606  0.331
H  0.496  -1.806  -0.772

Charge: +1
Kohn-Sham gap (alpha / beta), eV: 6.86 / 6.55
LUMO level (alpha / beta), eV: -2.7 / -5.5
Max |F|, eV/A: 5.9
E_HOMO (alpha / beta), eV: -9.571 / -12.085
Multiplicity: 6

Atomic partial charges in e from the Mulliken method, atoms 1 to 6: number 1, C, carries 0.63; number 2, C, carries -0.96; number 3, C, carries -1.05; number 4, C, carries -0.74; number 5, H, carries 0.36; number 6, H, carries 0.06

Entry 3:
# C4H5LiO2Tb

A molecular structure, C4H5LiO2Tb in a non-equilibrium geometry (ωB97M-V/def2-TZVPD, the Open Molecules 2025 dataset).

Geometry (Å):
H  0.674  0.846  -2.445
C  -0.896  1.281  -0.007
C  -0.568  0.145  -0.794
C  0.167  -0.945  -0.250
C  1.225  -0.833  0.645
O  1.486  -1.724  1.527
Tb  2.991  -2.360  3.350
H  -0.240  1.530  0.847
H  -1.311  -0.114  -1.555
H  -0.022  -1.939  -0.662
H  1.866  0.064  0.622
O  -1.905  2.004  -0.192
Li  -3.466  2.046  -1.086

Charge: +2
Relative energy (zero: lowest compared OMol25 entry of this formula, charge and spin), kcal per mole: 77.97
Kohn-Sham gap (alpha / beta), eV: 6.75 / 4.49
LUMO level (alpha / beta), eV: -7.6 / -8.8
Max |F|, eV/A: 4.1
E_HOMO (alpha / beta), eV: -14.334 / -13.284
Multiplicity: 8

Atomic partial charges in e from the Mulliken method, atoms 1 to 6: number 1, H, carries 0.09; number 2, C, carries 0.41; number 3, C, carries -1.03; number 4, C, carries 0.02; number 5, C, carries -0.09; number 6, O, carries -0.62

Entry 4:
# C5H3NO2

C5H3NO2 in the gas phase in a non-equilibrium geometry (ωB97M-V/def2-TZVPD, the Open Molecules 2025 dataset).

Geometry (Å):
C  -1.718  0.634  0.171
C  -0.461  0.150  0.045
C  0.699  0.775  0.723
N  1.890  0.238  0.478
C  1.672  -0.893  -0.381
O  2.447  -1.899  -0.490
C  0.186  -0.884  -0.875
O  -0.439  -1.557  -1.721
H  -2.753  0.179  -0.111
H  -2.038  1.562  0.785
H  0.516  1.696  1.377

Charge: 0
Relative energy (zero: lowest compared OMol25 entry of this formula, charge and spin), kcal per mole: 36.83
Kohn-Sham gap, eV: 8.60
LUMO level, eV: -1.3
Max |F|, eV/A: 5.8
E_HOMO, eV: -9.951

Atomic partial charges in e from the Mulliken method, atoms 1 to 6: number 1, C, carries -0.70; number 2, C, carries 0.69; number 3, C, carries -0.18; number 4, N, carries -0.53; number 5, C, carries 0.37; number 6, O, carries -0.48

Entry 5:
# C26H49NNiO4Si2

A molecular structure, C26H49NNiO4Si2 in a non-equilibrium geometry (ωB97M-V/def2-TZVPD, the Open Molecules 2025 dataset).

Geometry (Å):
O  2.457  3.667  -0.601
O  1.417  4.309  -2.955
C  1.981  3.882  0.728
C  2.502  2.943  1.802
H  0.879  3.853  0.709
H  2.267  4.920  0.948
H  1.993  1.972  1.772
H  2.279  3.391  2.774
H  3.585  2.807  1.725
C  2.727  2.309  -1.018
C  4.018  2.299  -1.781
H  1.910  1.965  -1.668
H  2.767  1.630  -0.151
H  3.959  2.996  -2.623
H  4.215  1.288  -2.155
H  4.841  2.594  -1.121
C  1.254  4.069  -4.361
C  1.814  5.655  -2.616
C  1.826  2.724  -4.723
H  1.766  4.869  -4.931
H  0.179  4.106  -4.591
H  2.919  2.733  -4.632
H  1.582  2.517  -5.770
H  1.431  1.895  -4.121
C  3.289  5.847  -2.818
H  1.545  5.789  -1.562
H  1.235  6.377  -3.217
H  3.841  5.169  -2.161
H  3.559  6.873  -2.563
H  3.572  5.666  -3.858
H  0.578  3.507  -1.667
Ni  -1.175  0.294  0.081
C  -0.462  3.071  -1.399
Si  -1.791  4.406  -1.556
H  -0.664  2.261  -2.106
H  -0.401  2.659  -0.382
C  -1.376  5.788  -0.345
C  -3.494  3.661  -1.227
C  -1.896  5.138  -3.290
C  -1.827  1.437  1.419
Si  -3.193  0.246  1.912
H  -2.150  2.436  1.085
H  -1.069  1.594  2.208
C  -4.856  1.047  1.567
C  -3.061  -0.034  3.766
C  -3.163  -1.451  1.083
H  -2.781  5.788  -3.366
H  -2.002  4.343  -4.040
H  -1.018  5.740  -3.560
H  -1.682  5.516  0.675
H  -1.909  6.708  -0.625
H  -0.302  6.015  -0.323
H  -3.451  2.788  -0.565
H  -3.929  3.335  -2.183
H  -4.170  4.403  -0.781
H  -2.815  0.906  4.277
H  -2.290  -0.772  4.019
H  -4.021  -0.396  4.157
H  -2.404  -2.111  1.519
H  -3.005  -1.428  -0.007
H  -4.143  -1.912  1.262
H  -5.625  0.549  2.173
H  -5.141  0.960  0.510
H  -4.848  2.112  1.833
O  1.070  0.005  -2.970
C  0.294  -0.335  -2.069
O  -0.883  0.186  -1.816
C  0.637  -1.400  -1.085
C  1.426  -2.522  -1.326
C  1.590  -3.447  -0.312
C  1.070  -3.184  0.972
C  1.146  -4.110  2.043
C  0.688  -3.766  3.306
C  0.187  -2.471  3.553
C  0.078  -1.554  2.517
C  0.422  -1.927  1.203
N  0.093  -1.135  0.126
H  1.851  -2.632  -2.319
H  2.140  -4.373  -0.481
H  1.585  -5.093  1.847
H  0.745  -4.487  4.122
H  -0.110  -2.186  4.563
H  -0.283  -0.542  2.702

Charge: 0
Relative energy (zero: lowest compared OMol25 entry of this formula, charge and spin), kcal per mole: 0.00
Kohn-Sham gap (alpha / beta), eV: 7.35 / 7.59
LUMO level (alpha / beta), eV: -1.1 / -1.2
Max |F|, eV/A: 2.5
E_HOMO (alpha / beta), eV: -8.469 / -8.772
Multiplicity: 3

Atomic partial charges in e from the Mulliken method, atoms 1 to 6: number 1, O, carries -0.14; number 2, O, carries 0.03; number 3, C, carries 0.27; number 4, C, carries -1.50; number 5, H, carries -0.04; number 6, H, carries 0.36

Entry 6:
# C15H31BrIrN2SSbSi3

A molecular structure, C15H31BrIrN2SSbSi3 in a non-equilibrium geometry (ωB97M-V/def2-TZVPD, the Open Molecules 2025 dataset).

Geometry (Å):
Ir  -1.485  1.729  -1.035
S  -3.290  0.917  -0.234
Br  0.028  3.709  -1.333
C  3.032  0.089  2.135
Si  2.059  1.286  1.070
C  1.867  2.922  1.945
C  2.865  1.465  -0.604
Sb  -0.281  0.339  0.680
Si  -0.110  -2.077  -0.077
C  0.690  -2.101  -1.769
C  -1.857  -2.732  -0.154
C  0.935  -3.048  1.136
Si  -1.434  0.418  2.957
C  -0.138  -0.016  4.245
C  -2.841  -0.805  3.039
C  -2.000  2.188  3.131
H  4.025  0.509  2.308
H  3.163  -0.883  1.659
H  2.564  -0.069  3.106
H  2.854  3.360  2.113
H  1.390  2.798  2.919
H  1.271  3.612  1.349
H  3.874  1.870  -0.498
H  2.284  2.150  -1.216
H  2.943  0.504  -1.116
H  0.045  -1.652  -2.515
H  0.885  -3.134  -2.066
H  1.643  -1.567  -1.775
H  -2.517  -2.019  -0.649
H  -2.260  -2.905  0.844
H  -1.882  -3.678  -0.699
H  1.988  -2.775  1.063
H  0.853  -4.112  0.904
H  0.616  -2.906  2.168
H  0.357  -0.962  4.026
H  -0.614  -0.112  5.223
H  0.627  0.756  4.324
H  -2.476  -1.833  3.032
H  -3.521  -0.668  2.202
H  -3.387  -0.652  3.972
H  -1.169  2.888  3.043
H  -2.473  2.335  4.104
H  -2.721  2.429  2.351
N  0.303  -1.271  -7.585
C  0.023  -0.776  -6.587
C  -0.329  -0.155  -5.331
C  0.555  0.729  -4.722
C  0.180  1.302  -3.520
N  -0.993  1.008  -2.928
C  -1.851  0.161  -3.527
C  -1.555  -0.439  -4.735
H  1.505  0.980  -5.169
H  0.801  2.018  -3.002
H  -2.779  -0.017  -3.009
H  -2.263  -1.111  -5.193

Charge: 0
Kohn-Sham gap (alpha / beta), eV: 6.06 / 6.06
LUMO level (alpha / beta), eV: -1.0 / -1.0
Max |F|, eV/A: 1.5
E_HOMO (alpha / beta), eV: -7.042 / -7.042

Atomic partial charges in e from the Mulliken method, atoms 1 to 6: number 1, Ir, carries 2.32; number 2, S, carries -0.61; number 3, Br, carries -0.70; number 4, C, carries -0.99; number 5, Si, carries 0.34; number 6, C, carries -0.90

Entry 7:
# C4H10NS

A gas-phase ion, C4H10NS (charge +1) in a non-equilibrium geometry (ωB97M-V/def2-TZVPD, the Open Molecules 2025 dataset).

Geometry (Å):
C  1.644  1.619  -0.288
S  1.798  -0.184  -0.162
C  0.139  -0.737  0.122
N  -0.461  -1.190  -1.275
C  -0.770  0.226  0.907
C  -0.624  -1.169  1.374
H  2.204  2.097  0.491
H  0.647  1.918  -0.001
H  1.869  1.951  -1.284
H  -1.483  -1.273  -1.211
H  -0.080  -2.083  -1.595
H  -0.115  -0.245  -1.750
H  -1.764  0.542  0.391
H  -0.322  1.030  1.464
H  -0.084  -1.316  2.286
H  -1.534  -1.728  1.400

Charge: +1
Relative energy (zero: lowest compared OMol25 entry of this formula, charge and spin), kcal per mole: 47.58
Kohn-Sham gap, eV: 10.12
LUMO level, eV: -3.6
Max |F|, eV/A: 3.4
E_HOMO, eV: -13.681

Atomic partial charges in e from the Mulliken method, atoms 1 to 6: number 1, C, carries -0.86; number 2, S, carries -0.03; number 3, C, carries -0.07; number 4, N, carries -0.25; number 5, C, carries -0.66; number 6, C, carries -0.44

Entry 8:
# C33H29BrCl2CsIN5OS

A molecular structure, C33H29BrCl2CsIN5OS (ωB97M-V/def2-TZVPD, the Open Molecules 2025 dataset).

Geometry (Å):
Cs  -0.459  -1.264  -0.713
C  0.263  1.250  4.540
N  0.793  2.014  3.432
C  0.704  3.384  3.264
C  1.224  3.672  2.059
N  1.653  2.482  1.496
C  1.348  1.433  2.338
S  1.465  -0.214  2.055
C  2.243  2.363  0.190
C  1.556  2.867  -0.903
C  2.136  2.691  -2.151
C  3.342  2.026  -2.243
C  3.941  1.576  -1.076
N  3.408  1.749  0.133
H  -0.065  1.943  5.312
H  1.033  0.589  4.933
H  -0.575  0.639  4.207
H  0.273  4.027  4.010
H  1.332  4.609  1.546
H  0.599  3.338  -0.750
H  1.630  3.048  -3.039
H  3.814  1.846  -3.199
H  4.888  1.052  -1.108
Cl  1.750  -6.183  -2.165
C  0.047  -6.053  -1.823
C  -0.725  -7.211  -1.929
C  -2.068  -7.180  -1.688
Cl  -3.002  -8.654  -1.833
C  -2.701  -5.969  -1.328
C  -4.086  -5.851  -1.071
C  -4.615  -4.641  -0.731
C  -3.757  -3.529  -0.642
N  -2.471  -3.604  -0.875
C  -1.915  -4.793  -1.218
C  -0.469  -4.791  -1.468
O  0.224  -3.734  -1.373
H  -0.248  -8.141  -2.208
H  -4.712  -6.729  -1.149
H  -5.672  -4.529  -0.532
H  -4.143  -2.548  -0.377
C  -2.105  4.298  -1.160
N  -1.560  4.054  0.169
C  -2.100  4.981  1.143
C  -1.639  2.626  0.540
C  -2.951  1.930  0.248
C  -4.104  2.376  0.906
C  -5.341  1.829  0.600
C  -5.414  0.836  -0.366
C  -4.254  0.394  -0.993
C  -2.961  0.898  -0.725
H  -1.825  5.303  -1.493
H  -3.198  4.206  -1.192
H  -1.707  3.560  -1.859
H  -1.739  5.993  0.927
H  -1.758  4.704  2.142
H  -3.199  5.017  1.149
H  -1.343  2.546  1.593
H  -0.895  2.096  -0.059
H  -4.050  3.149  1.667
H  -6.236  2.177  1.105
H  -6.380  0.406  -0.618
H  -4.369  -0.400  -1.733
Br  5.948  -3.002  -3.016
C  5.948  -2.014  -1.397
C  7.104  -1.309  -1.090
C  7.158  -0.551  0.067
C  6.059  -0.506  0.909
C  4.910  -1.217  0.599
C  4.834  -1.981  -0.561
I  3.051  -2.992  -1.010
H  7.950  -1.353  -1.763
H  8.057  0.005  0.301
H  6.078  0.099  1.806
H  4.050  -1.141  1.241

Charge: -1
Relative energy (zero: lowest compared OMol25 entry of this formula, charge and spin), kcal per mole: 0.00
Kohn-Sham gap, eV: 5.63
LUMO level, eV: 1.9
Max |F|, eV/A: 1.0
E_HOMO, eV: -3.683

Atomic partial charges in e from the Mulliken method, atoms 1 to 6: number 1, Cs, carries 1.11; number 2, C, carries -0.93; number 3, N, carries 0.27; number 4, C, carries -0.57; number 5, C, carries -0.34; number 6, N, carries 0.51